No. 1
69
Properties=species:S:1:pos:R:3:forces:R:3 method="wB97M-V/def2-TZVPD" homo_ha="-0.709 / -0.701" charge=+4 spin_multiplicity=1 homo_lumo_gap_ev="3.649 / 3.291" energy_ev=-63593.0628 e_lumo_ev="-15.644 / -15.781"
P 2.86588 -0.17658 -0.04434 2.783 -0.727 -0.021
C 3.62188 -0.43059 1.59401 -1.002 0.134 0.637
H 4.71399 -0.45452 1.47678 -0.216 0.072 -0.209
H 3.27641 -1.37545 2.03123 0.103 0.212 -0.113
H 3.34246 0.38648 2.27042 0.214 -0.186 -0.060
C 3.41825 -1.67046 -0.93510 -1.097 -0.389 -0.445
H 3.25878 -1.56072 -2.01823 0.201 -0.090 0.381
H 2.85238 -2.54629 -0.58748 0.314 0.115 -0.104
H 4.48600 -1.81740 -0.73052 -0.143 0.121 0.053
C 3.95025 1.08468 -0.77949 -0.847 0.716 -0.249
H 4.97549 0.69145 -0.78515 -0.207 -0.011 0.033
H 3.90603 2.00720 -0.18679 0.163 -0.157 -0.181
H 3.62773 1.30278 -1.80770 0.281 0.029 0.250
P -0.91046 3.27218 -0.47766 -0.822 1.725 -1.163
C -0.99688 4.36181 0.97288 0.396 -0.621 0.778
H -1.50980 5.29484 0.69999 0.100 -0.278 -0.113
H 0.01430 4.58810 1.33310 -0.258 0.064 -0.032
H -1.55262 3.86532 1.77850 0.076 0.267 -0.076
C 0.01061 4.30291 -1.66908 0.747 -0.598 -0.196
H -0.09441 3.90541 -2.68960 0.010 0.254 0.348
H 1.07778 4.31206 -1.40771 -0.212 0.194 -0.130
H -0.38562 5.32645 -1.63315 0.052 -0.224 0.056
C -2.59154 3.44911 -1.17068 -0.227 -0.792 0.077
H -2.77026 4.51307 -1.38076 0.066 -0.241 0.083
H -3.34220 3.08266 -0.45745 0.076 0.203 -0.239
H -2.67584 2.87486 -2.10299 -0.108 0.221 0.191
P -2.33833 -1.64949 -0.04810 -1.697 -2.921 0.290
C -3.11378 -1.95766 1.56701 0.424 1.008 0.588
H -3.70307 -2.88306 1.50475 0.145 0.149 -0.239
H -3.76458 -1.11764 1.84011 0.036 -0.298 0.001
H -2.34338 -2.06846 2.34017 -0.172 -0.032 -0.113
C -3.75913 -1.57842 -1.18098 0.314 1.269 -0.641
H -4.43924 -2.40168 -0.93017 0.165 0.077 0.120
H -3.42333 -1.67627 -2.22476 -0.223 -0.048 0.360
H -4.27606 -0.61642 -1.06829 -0.117 -0.293 -0.084
C -1.69026 -3.31491 -0.44683 1.121 0.303 -0.116
H -2.55209 -3.98602 -0.56292 0.050 0.225 0.020
H -1.03921 -3.68194 0.35714 -0.280 0.048 -0.230
H -1.11688 -3.28790 -1.38341 -0.186 -0.217 0.203
Pb -0.07747 0.25794 -0.95498 0.188 0.550 1.124
C 1.16642 1.86078 0.90844 1.888 1.782 3.140
O 1.62823 2.39642 1.81718 -1.475 -1.494 -2.677
C -1.99176 0.97230 0.90096 -2.755 1.284 3.245
O -2.66787 1.32839 1.76448 2.200 -1.071 -2.693
C -1.41576 0.13405 -3.50990 -0.997 -0.100 -0.229
C -0.77111 -1.09695 -3.35093 -0.334 -0.581 -0.272
C 0.62027 -1.14954 -3.30435 0.517 -0.813 -0.235
C 1.37045 0.02723 -3.41152 0.653 -0.278 -0.232
C 0.72356 1.24842 -3.56903 0.443 0.887 -0.248
C -0.67171 1.30344 -3.61454 -0.273 0.659 -0.364
H -2.51591 0.17461 -3.61611 0.722 -0.022 0.082
H -1.35829 -2.02866 -3.32829 0.353 0.520 -0.072
H 1.13212 -2.12688 -3.24093 -0.331 0.609 -0.041
H 2.47113 -0.01355 -3.43923 -0.649 0.001 -0.032
H 1.31656 2.16875 -3.72327 -0.379 -0.596 0.130
H -1.18068 2.26238 -3.80747 0.307 -0.596 0.110
N 0.87170 -3.17904 5.23721 -0.222 0.752 -0.757
C 0.66140 -2.40747 4.14287 0.256 -0.977 1.326
C 0.86200 -2.92720 2.84592 -0.120 0.440 -1.175
C 0.64013 -2.09717 1.75216 0.042 -0.345 1.408
N 0.22411 -0.81668 1.87241 -0.122 0.411 -1.160
C 0.03446 -0.31119 3.11207 0.214 -1.021 0.631
C 0.23945 -1.06418 4.26075 -0.238 0.771 -0.549
H 1.18210 -4.13735 5.15742 -0.043 0.102 0.005
H 0.72703 -2.82081 6.17494 0.042 -0.072 -0.234
H 1.17945 -3.95283 2.69098 0.017 0.075 0.082
H 0.80850 -2.47984 0.74488 -0.026 0.084 0.110
H -0.29242 0.72394 3.19267 0.058 -0.178 0.003
H 0.07462 -0.61880 5.23846 0.041 -0.066 -0.145

***

No. 2
70
Properties=species:S:1:pos:R:3:forces:R:3 method="wB97M-V/def2-TZVPD" homo_ha=0.023 charge=-2 spin_multiplicity=1 homo_lumo_gap_ev=4.239 energy_ev=-50419.8841 e_lumo_ev=4.871
Pd 1.03974 -0.76699 -0.12847 -0.131 0.006 -0.221
C -3.02447 -4.55370 -1.38090 0.065 0.017 -0.064
N -1.83831 -3.87059 -1.85318 -0.003 0.019 0.023
C -0.75293 -3.69973 -0.90094 0.017 -0.108 0.094
C -1.82236 -3.48819 -3.14877 -0.365 -0.190 0.326
O -2.76404 -3.78161 -3.88982 0.324 0.133 -0.232
C -0.62761 -2.67207 -3.61145 -0.021 -0.031 0.018
O -0.68809 -1.42819 -2.95966 0.078 0.114 -0.067
C 0.45073 -0.60634 -3.19668 -0.042 -0.094 0.116
C 1.52426 -0.74058 -2.11309 0.002 0.187 -0.007
O 1.77765 -1.96254 -1.71732 0.056 -0.061 0.002
N 2.66255 0.10824 -2.47946 0.029 -0.080 0.017
C 3.86909 -0.26507 -1.76096 -0.022 0.022 -0.021
C 2.37922 1.52166 -2.24641 0.006 -0.033 -0.026
H -3.05310 -5.59296 -1.72518 -0.024 -0.014 0.019
H -3.91737 -4.05450 -1.75511 -0.002 -0.012 0.007
H -3.02002 -4.53619 -0.29272 -0.010 -0.003 0.016
H -0.33230 -4.67188 -0.61959 -0.032 -0.011 -0.026
H -1.13483 -3.22852 0.00620 0.016 0.037 -0.026
H 0.04509 -3.07269 -1.28859 -0.012 0.029 -0.025
H -0.71348 -2.55849 -4.69864 -0.018 0.006 0.009
H 0.30726 -3.19425 -3.37639 0.022 0.024 -0.014
H 0.08516 0.41490 -3.27442 -0.013 0.009 0.008
H 0.91305 -0.88261 -4.15664 -0.012 0.018 -0.016
H 4.04996 -1.33131 -1.87527 0.001 0.002 0.002
H 3.78949 -0.04550 -0.68446 0.004 -0.003 0.015
H 4.71199 0.29795 -2.17360 -0.002 0.003 0.004
H 2.14831 1.71069 -1.18901 0.002 0.008 0.011
H 1.52566 1.85024 -2.83997 -0.005 0.006 0.000
H 3.24639 2.11222 -2.55783 -0.001 0.009 0.015
C -0.89894 -1.36975 2.71963 0.014 -0.084 -0.039
S 0.74822 -1.67399 2.08483 0.013 0.055 0.063
C 1.59086 -0.58074 3.22419 -0.029 -0.038 0.011
O 1.08112 -3.07300 2.50160 0.020 -0.062 0.015
H -0.88714 -1.63349 3.77834 -0.023 0.033 0.009
H -1.56696 -2.03642 2.17675 -0.009 0.006 -0.001
H -1.18907 -0.33222 2.54527 0.020 0.013 -0.006
H 1.19809 0.42250 3.06490 0.044 0.018 -0.019
H 2.65102 -0.61273 2.98058 -0.003 0.027 -0.012
H 1.41096 -0.95354 4.23453 0.005 -0.006 -0.007
C 2.63130 2.70681 2.59133 0.023 0.015 -0.016
C 1.38874 3.52741 2.22686 -0.058 0.012 0.000
C 1.58292 4.16127 0.84396 0.030 -0.017 0.028
C 0.06263 2.78865 2.29263 0.026 -0.013 -0.019
C -0.84621 3.14366 3.26187 -0.048 -0.017 0.006
C -2.17160 2.67102 3.27800 0.071 0.020 0.000
C -2.57864 1.96357 2.14006 -0.037 -0.010 -0.008
C -1.72176 1.55847 1.13504 -0.011 0.017 0.029
C -2.34352 1.02437 -0.14607 -0.023 0.001 -0.012
C -2.45268 -0.50195 -0.24603 0.043 0.027 0.011
C -1.65908 1.60525 -1.38514 -0.032 0.018 -0.004
C -0.25405 1.71443 1.30713 0.046 -0.004 -0.013
N 0.70638 1.06859 0.73435 0.020 0.016 0.038
H 3.52798 3.34056 2.56327 0.007 -0.014 0.001
H 2.73582 1.88779 1.87888 0.007 0.001 0.001
H 2.54616 2.28765 3.59794 -0.021 0.007 0.006
H 1.31180 4.34712 2.95593 0.024 -0.003 0.009
H 1.55956 3.37246 0.09124 -0.012 0.010 -0.013
H 2.54422 4.68549 0.77732 -0.004 0.003 -0.002
H 0.78130 4.87244 0.63141 -0.012 -0.008 -0.007
H -0.53265 3.86301 4.02114 0.000 0.000 -0.001
H -2.87693 2.97984 4.04071 -0.005 -0.002 -0.001
H -3.64305 1.75387 2.01109 0.004 -0.004 -0.006
H -3.37683 1.40036 -0.14917 0.000 0.007 0.011
H -1.46003 -0.95619 -0.29363 -0.003 0.014 0.015
H -2.99129 -0.79552 -1.15399 -0.006 -0.006 -0.002
H -2.98788 -0.89674 0.62316 -0.012 -0.015 -0.011
H -0.59701 1.35907 -1.36063 0.006 -0.021 0.001
H -1.75393 2.69535 -1.38984 -0.004 -0.003 -0.002
H -2.10650 1.20384 -2.30109 0.026 -0.001 -0.009

***

No. 3
69
Properties=species:S:1:pos:R:3:forces:R:3 method="wB97M-V/def2-TZVPD" homo_ha="0.090 / 0.094" charge=-2 spin_multiplicity=1 homo_lumo_gap_ev="2.110 / 1.992" energy_ev=-59713.6782 e_lumo_ev="4.552 / 4.556"
Pb -0.38420 -0.61405 -1.14300 -0.545 1.796 -0.008
Cl 0.95470 -2.15115 0.43174 1.553 -0.854 0.745
C -0.17962 0.93531 5.89047 -0.145 0.098 0.351
C 0.17986 1.21360 3.68913 0.860 0.652 -1.956
N 0.58806 0.58129 4.79330 -0.495 -0.263 0.557
H -1.81006 2.40820 5.98400 0.182 -0.140 -0.031
N -0.80033 2.04504 4.08839 0.063 -0.970 1.657
H -0.02036 0.50752 6.87475 -0.265 0.286 -0.257
C 1.54952 -0.53934 4.80126 -0.601 0.260 -0.464
C 2.18222 -0.57281 6.15988 0.745 -0.304 0.568
C 0.79591 -1.83813 4.53531 -0.024 -0.249 -0.121
H 1.48280 -0.88209 6.93319 -0.073 -0.061 0.090
H 2.98712 -1.30927 6.14272 0.045 -0.030 0.074
H 2.61018 0.38737 6.44992 0.015 0.105 -0.073
H 3.39774 -1.00917 3.81094 -0.173 -0.039 0.029
H 2.98646 0.70573 3.79296 -0.106 0.031 -0.138
H 0.32418 -1.80753 3.54901 -0.003 0.040 0.031
C 2.56639 -0.29868 3.70798 0.518 -0.182 -0.198
H 0.02856 -2.00104 5.29715 -0.045 0.039 0.000
H 1.48561 -2.69145 4.56441 -0.040 0.129 -0.040
H 2.11553 -0.44798 2.72491 0.035 0.221 0.033
C -1.04584 1.86962 5.44060 -0.123 -0.165 0.825
C -3.07909 2.48659 3.46638 -0.411 -0.313 -0.247
H -3.38217 2.43979 4.51804 -0.076 0.133 -0.129
H -3.76454 3.15329 2.92477 0.174 -0.080 0.111
C -1.63686 2.96108 3.33981 -0.144 0.261 -0.081
H -1.50834 3.98876 1.45571 -0.086 -0.294 0.177
C -1.47621 4.32472 4.00663 -0.174 0.622 -0.050
H -0.41327 4.58566 4.06788 -0.138 -0.038 0.026
H -3.17393 1.47416 3.05234 0.111 0.200 -0.063
H -1.55282 2.20769 1.28637 0.284 0.057 0.346
H -1.90861 4.33553 5.02508 0.179 0.139 -0.473
H -1.97039 5.08252 3.37437 0.048 -0.179 0.414
C -1.18171 3.03507 1.90727 0.106 0.373 -0.934
H -0.09109 3.03295 1.87354 -0.053 -0.174 -0.100
C 0.33531 -2.27444 -5.43682 0.254 -0.479 -1.157
N 0.49124 -2.15343 -4.09294 0.811 -0.983 -0.004
H -0.58066 -0.86350 -6.84329 -0.044 -0.195 -0.090
N -0.52130 -0.41389 -4.73344 -0.583 0.882 -0.897
H 0.71755 -3.11630 -5.99845 -0.260 0.326 0.014
C 1.31957 -3.10492 -3.31118 -0.413 0.193 0.179
C 1.70773 -4.28036 -4.20186 0.288 -0.231 0.068
C 2.60023 -2.36971 -2.88025 0.191 -0.081 0.280
H 2.33813 -3.93542 -5.03528 -0.147 -0.312 0.133
H 2.28814 -4.99755 -3.59672 -0.206 0.286 -0.206
H 0.80669 -4.79302 -4.57027 0.326 0.090 -0.011
H 0.97325 -4.26997 -1.48885 -0.313 0.121 -0.423
H -0.48035 -4.09373 -2.61468 0.406 -0.215 -0.042
H 2.42370 -1.42307 -2.33496 -0.169 -0.539 -0.235
C 0.42526 -3.62581 -2.19851 0.060 -0.115 0.388
H 3.16663 -2.13379 -3.79433 -0.052 0.036 0.174
H 3.22676 -3.02012 -2.24404 -0.301 0.219 -0.183
H 0.03340 -2.80378 -1.59215 0.152 -0.769 -0.360
C -0.29861 -1.16957 -5.85779 0.120 -0.219 -0.422
C 0.09233 1.95718 -4.64770 -0.020 0.263 0.233
H 0.78271 1.82756 -5.49631 -0.051 0.058 0.222
H -0.29271 2.99354 -4.67427 0.163 -0.375 0.054
C -1.06564 0.96236 -4.82274 0.435 -0.286 0.281
H -2.60107 2.07461 -3.74213 0.154 -0.347 -0.127
C -1.62816 1.17041 -6.22996 -0.307 0.312 -0.206
H -2.41445 0.43189 -6.45880 0.231 0.238 0.006
H 0.65729 1.80743 -3.70845 -0.418 -0.076 -0.322
H -1.85035 0.79317 -2.76051 -0.032 0.180 -0.690
H -0.82593 1.11197 -6.98603 -0.408 0.068 0.255
H -2.06793 2.18011 -6.29885 0.130 -0.359 0.102
C -2.17873 1.05490 -3.78699 -0.256 0.375 0.360
H -2.96754 0.34602 -4.08134 0.094 0.187 0.188
C -0.03730 -1.00221 -3.61379 0.457 0.184 0.330
Cl -1.43054 -0.46535 1.31643 -1.488 0.456 1.439